No. 1
88
Properties=species:S:1:pos:R:3 method="wB97M-V/def2-TZVPD" smiles="C[C@@H](O)CNCCOOC(=O)OP(O)Br.O=C1OC[C@@H](F)O1.O=C1OC[C@@H](F)O1.O=C1OC[C@@H](F)O1.O=C1OC[C@@H](F)O1.O=C1OC[C@@H](F)O1.O=C1OC[C@@H](F)O1" energy_ha=-6308.24906
H -0.46584 -1.60246 1.10400
H -0.80134 0.47059 -2.02967
H -5.48099 1.70510 -6.20239
O -5.02185 3.72416 -6.29637
O -3.28757 5.08501 2.76604
C 7.82997 -1.45430 0.67010
O -0.21883 -0.71051 1.34645
O -3.20468 2.93631 2.16559
H 1.75892 0.17203 -2.44293
H -5.73387 3.06000 -8.94689
H -4.15361 2.12473 -7.30895
O -1.50125 4.31749 1.63478
H -0.83395 2.14644 -0.14685
H -2.98893 0.21061 -0.27066
H 9.29003 -2.22614 -0.76245
F -5.28847 2.27816 2.76480
C -4.33034 -1.84042 2.92638
O 1.58580 -3.60964 -1.24107
H -7.01671 -0.93719 4.26133
O 3.25094 -4.88477 -0.48242
H 8.54817 -3.46003 3.86197
C -2.64987 4.72767 -2.61178
C 2.52034 -3.92453 -0.32047
C -6.16802 4.41014 -6.54770
H -1.85874 -1.00512 -0.89711
C -0.32433 1.18785 -0.15783
H -6.90362 -0.81286 2.49091
C -6.46258 -1.25749 3.38376
H 9.82433 -2.24879 0.93390
O 4.47781 -1.75997 -0.08102
C 7.69956 -4.13872 3.95164
C 7.91901 -5.33084 5.86007
N 0.00808 0.77458 -1.51325
F -7.33315 -3.27962 2.47047
H -0.28727 -1.67381 -2.42587
C 9.24221 -1.70422 0.18872
O 0.78635 -2.47164 -0.86685
F 9.10746 -5.62092 2.72554
H -2.66572 -1.23650 0.66219
H 7.09397 -1.32148 -0.12268
F -1.88202 3.68612 -4.61500
O 7.96321 -0.24861 1.39590
O -5.08903 -0.86769 3.48324
C 9.01829 0.44141 0.86726
H 6.87836 -3.77481 3.34561
H -3.01571 5.73376 -2.79400
H -5.28929 4.74316 2.35377
C -1.10408 0.20735 0.70853
O -3.95500 1.99323 -1.07149
H 1.69512 -0.19447 -0.74088
F -6.91728 1.61363 -8.25118
O -6.94424 3.71860 -7.42554
C -6.14752 2.69858 -8.00433
H -4.88607 4.89761 4.08046
H 1.39858 -1.98258 -2.74995
O -3.36965 4.11370 -1.53266
H 0.61899 1.35267 0.35233
O 7.31243 -4.24318 5.32709
H 3.85162 -1.02930 -0.18180
P 4.09469 -2.67997 1.20781
O 9.74868 -0.37181 0.06358
C 0.71123 -1.60420 -2.00439
F 7.39302 -2.43435 1.50789
H -3.85412 2.66316 4.09742
O 7.89262 -5.63299 7.00035
C -5.11983 2.43816 -6.92444
C -4.54968 4.51327 3.12171
O 2.53256 -3.10325 0.76301
H -1.58772 4.76290 -2.36676
O -3.07077 2.53191 -3.07383
C -4.22768 3.03475 3.14187
O -6.43875 5.45625 -6.07421
O 9.25167 1.57842 1.07272
C 8.09689 -5.56134 3.63194
H 7.27838 -6.19472 3.28709
C -6.35343 -2.76055 3.24922
Br 3.66613 -1.09391 2.72149
O -5.10500 -2.91449 2.59904
H -1.56392 0.78918 1.50593
C -3.51158 2.80037 -1.81291
O 8.56061 -6.03733 4.88116
O -3.16525 -1.76839 2.74809
C 1.09903 -0.17010 -1.64543
C -2.92401 3.77178 -3.75022
C -2.55750 4.13618 2.13286
C -2.22947 -0.50846 -0.00630
H -3.83172 3.98331 -4.31185
H -6.33323 -3.30193 4.19635

No. 2
69
Properties=species:S:1:pos:R:3 method="wB97M-V/def2-TZVPD" total_charge=+3 e_above_lowest_kcal_mol=83.25
N -0.68712 -0.32914 -2.69394
H -1.33254 4.11016 -1.39148
H 3.18402 2.84659 4.28625
H -1.57847 -1.10491 1.99887
H 1.44687 1.40694 2.39174
H -3.36767 2.83161 -1.03733
C -0.77800 -0.99904 -5.19947
C -2.61934 -0.30613 0.23968
C 0.41251 -2.83971 -0.85499
C 0.76867 0.21992 5.16681
N 2.61804 2.10671 3.89051
H 3.93090 2.14643 1.66665
C 1.13875 -2.53052 5.27421
C 1.96420 -0.34533 4.74967
S 0.96214 -0.66360 -2.72047
O 3.12073 2.27463 -0.91263
S 0.00212 -1.48194 0.35429
H 1.29544 -3.60022 5.34141
Cl 0.79964 -1.76538 -5.39772
C -1.15164 -2.87432 6.26492
H -2.83114 1.50861 -2.08370
H 0.64795 1.29406 5.17600
S -1.80908 1.36764 0.09848
H -3.25063 -0.48466 -7.46419
C -1.43535 -0.95334 -6.42005
O 1.42206 1.22568 0.12270
H 1.89651 0.42702 -4.81629
H -4.47484 -0.05545 -5.34050
C -3.41784 -0.28332 -5.33517
O 3.54464 0.06636 2.77317
H 0.89714 2.64388 -4.56315
C -1.48570 3.22301 -2.00710
C 1.98260 2.32997 2.61032
C 0.50747 1.86866 -3.89416
H 3.10318 -2.15552 4.50080
H -0.90032 -1.27421 -7.30297
S 0.24838 2.63026 -2.23698
S 3.28996 0.60684 4.09294
C 1.61687 0.82265 -3.84660
H 2.49229 1.14345 -3.27869
H 1.49108 -3.13570 -2.73795
C 2.61165 2.13163 0.13532
H -0.36537 -3.60340 -0.76066
C -1.74411 -1.33810 0.94465
O 4.35022 0.75577 5.03041
H -1.87364 3.56452 -2.96810
C 2.15716 -1.72456 4.80187
H 3.18324 3.71300 1.38395
Mo 0.17824 0.55317 -0.93503
C -2.74683 -0.53769 -6.50954
C -2.50201 2.26124 -1.37513
H 1.24078 3.12630 2.69779
H -2.83113 -0.63190 -0.76550
H 1.33058 -3.22239 -0.41253
C -0.07750 -1.98868 5.69492
C 0.62201 -2.61675 -2.34257
C 2.97386 2.64548 1.47578
H -3.55354 -0.18305 0.78903
H -0.93170 -3.10015 7.30991
H -0.24372 -2.70949 -2.98729
C -1.38240 -0.58938 -3.97092
H -2.23450 -2.31171 0.90031
H -1.20694 -3.82675 5.73874
H -2.12850 -2.39455 6.23620
H -1.17038 -0.17011 5.98517
C -0.24604 -0.60957 5.62972
C -2.76902 -0.35551 -4.11015
Cl -3.87561 -0.25526 -2.78303
H -0.42930 1.49928 -4.29720

No. 3
108
Properties=species:S:1:pos:R:3 method="wB97M-V/def2-TZVPD" total_charge=+1 e_above_lowest_kcal_mol=48.62
C -1.27397 -0.33622 -3.97728
C -0.18952 1.86350 0.64214
Cl 8.83449 8.72285 4.49912
Cl -0.89025 -2.14343 3.75888
C -0.38737 5.09239 4.82019
H 0.14522 -7.95729 3.90662
Cl 2.81543 7.97466 2.93276
Cl 4.73208 2.71134 2.02192
N -4.93704 -0.48616 -0.36459
Cl 1.19503 -4.61357 -1.24313
H 5.74917 4.60990 3.53869
C 2.03322 -5.21576 -2.67542
Cl 3.20369 -7.77062 1.70544
O -5.02035 -1.68228 -4.17429
H 0.35761 -0.61488 2.49523
H 0.07947 2.80728 1.17584
Cl 0.68464 3.67112 -5.70965
H -0.03154 1.34744 -3.18103
C -5.09790 -0.88640 -1.61947
Cl -1.91057 -7.98083 5.03538
Cl -4.06347 -2.37842 5.64004
Cl 0.14904 3.98972 -2.87275
H -2.81873 0.06202 -2.44643
H -3.35415 -0.06415 -5.48488
C -0.87096 -7.68834 3.63770
Cl 1.30703 5.60114 4.85429
C 5.69291 5.20619 4.44344
H -1.25656 -1.39274 -3.61138
C 3.60029 9.23374 1.96999
H 3.04409 10.15588 2.09472
Cl -0.06918 -0.39083 -7.45165
C -0.09855 0.22780 -0.70103
H -5.20926 -0.33613 5.75058
Cl 3.98301 5.44499 4.84580
N -1.18902 0.00729 0.00622
C 3.17125 -6.22026 2.55869
C -4.99221 -0.30008 -3.96243
Cl -1.74835 4.99270 -4.83029
Cl -1.36727 -8.69317 2.27103
H -4.24692 -3.44810 -3.44246
H -5.25675 0.45104 -0.13723
Cl -1.40423 -2.91367 -6.90690
H -0.99642 -1.90469 -8.98535
C 3.85558 1.86482 3.29859
C 10.09170 7.67974 5.17564
Cl 6.48455 6.75304 4.13809
Cl -0.89063 -5.97970 3.19233
Cl 6.51484 4.32970 5.73757
H 2.02749 6.32631 1.62020
H -4.47137 -1.05463 0.33315
H -4.63148 -2.79506 -1.17691
H -7.60749 -3.74704 -0.99256
Cl 3.10872 -11.37501 -1.87565
H -3.21936 -2.03833 -3.09922
C -0.04076 4.70712 -4.47601
Cl 10.13380 6.12643 4.33438
N -1.21646 1.08712 0.85971
Cl -0.62330 3.79059 3.64686
H 2.77597 -5.93886 -2.35590
Cl -8.74671 -5.18755 0.46207
S 0.63625 -0.71410 -2.04940
C -4.98526 -1.03777 4.95495
H 4.14790 -5.75918 2.46314
H 0.47416 5.66146 -4.48542
Cl 1.18100 4.30823 0.74803
Cl 3.59972 -8.62755 -2.67839
Cl 2.32818 1.24951 2.66500
H -2.16033 1.50317 -3.26834
C 0.09091 0.29956 -3.51681
Cl -1.44051 6.46029 4.45056
H 11.04935 8.16805 5.03603
Cl -4.03776 -0.19523 3.72237
C 2.17797 5.78077 0.69703
Cl 0.87501 -9.62929 -2.50097
C 2.50235 -9.71924 -1.82010
Cl 1.97328 -2.12289 3.27292
Cl 1.97374 -5.14080 1.84402
C -3.67140 0.37723 -4.51717
Cl 1.68120 6.81885 -0.64293
Cl 3.89032 5.37270 0.57147
H -5.80963 0.11935 -4.59688
Cl 3.58555 8.79490 0.25637
H -3.96648 1.43289 -4.75618
C -2.53018 0.46259 -3.44199
Cl 2.83960 -6.46719 4.27739
H -1.24328 -0.40585 -5.08907
H -4.85968 0.97774 -2.30113
Cl 2.86316 -3.89733 -3.51131
N -5.05822 -2.24449 -1.92495
Cl 9.83621 7.44255 6.90638
Cl 0.90252 -6.02646 -3.76275
H 2.45504 -9.40780 -0.78248
Cl 5.25369 9.50104 2.52686
C -4.27867 -2.35905 -3.20239
C -1.29377 -1.53721 -8.00953
Cl 0.12136 -2.45531 1.06292
C -7.60767 -4.81962 -0.83283
Cl -5.96820 -5.31378 -0.37858
Cl 4.83145 0.55734 3.97114
N -5.29784 0.09908 -2.56340
H 0.81579 0.18454 -4.34969
O 0.57742 1.36899 -0.39076
H -0.64915 4.71567 5.80270
Cl -8.09632 -5.60310 -2.33610
Cl -6.51208 -1.61479 4.27680
Cl -2.86373 -0.74183 -8.17177
H 3.63593 2.57074 4.09349
C 0.38885 -1.69103 2.63230

No. 4
68
Properties=species:S:1:pos:R:3 method="wB97M-V/def2-TZVPD" total_charge=-1 e_above_lowest_kcal_mol=61.46
C 2.15384 3.09718 -0.43251
H 1.86396 3.58459 -1.37149
C -0.99809 -1.21669 -3.68280
F -0.54250 -1.17206 5.01059
H -3.44590 -0.55864 3.86430
H 2.24966 3.41408 2.25836
H -1.78790 3.16995 -4.35847
C -0.82746 -2.95196 -0.58021
F -1.30489 2.83638 3.78653
C -1.92654 2.44714 -1.57929
H -2.16015 -1.63144 3.35675
H -0.47177 -3.71665 2.71112
H 1.95584 1.69370 1.85491
C 1.49814 2.68584 1.92125
O -0.42859 -4.20605 -0.77802
C -1.04602 1.26891 -3.73391
C -1.41358 1.26081 -2.37710
H 0.09778 -5.27975 0.94542
C 0.33894 4.48123 0.51390
H 2.99077 3.64847 0.01256
C 1.00275 3.10779 0.55869
F -2.00504 0.29208 5.78108
H 2.85588 -3.50047 1.14484
C 0.49333 -3.23153 2.52927
H -2.65629 -1.96394 -0.85112
C -0.89424 2.99856 -0.62237
H -0.59479 -0.00374 -5.42856
C -1.85444 -2.34532 -1.52515
F 0.08181 0.91938 5.35200
H 0.96677 5.30904 0.16708
H -0.08802 3.14583 -3.87838
C -1.43224 0.42185 3.45808
H 0.47380 -2.21353 2.93644
H -2.29360 3.27184 -2.20132
H 0.67048 2.65902 2.63362
C -0.93310 0.14211 4.92994
F -2.42711 2.05825 2.06584
H -2.74596 2.06864 -0.92386
H -0.57788 2.47110 -5.44775
H 2.34745 -2.55093 -0.28474
H -2.35899 -0.74154 2.09615
H 2.43532 2.05778 -0.62990
H -0.42510 -2.47958 -5.33158
H -1.73612 -3.12291 -4.33098
C 0.75278 -3.18007 1.03449
C -2.09965 1.81962 3.39088
O -0.44687 0.34227 2.52572
Cl 1.40867 -0.08977 -0.55829
F -3.27198 1.91098 4.07580
H 2.39068 -1.77738 1.31235
C -2.53853 -0.59617 3.20662
H -3.24473 -0.15489 2.41382
N -0.29020 -2.31448 0.41575
In -1.00915 -0.04899 0.39943
H -0.15010 4.73359 1.46656
C -1.36557 -1.15696 -2.32820
H -0.08344 -3.13488 -3.70940
C -0.79843 -2.55845 -4.31065
C 0.53456 -4.50386 0.30059
C -1.30070 0.07304 -1.70870
O -0.72906 4.31974 -0.51090
H -2.24360 -3.15441 -2.15417
C -0.86681 2.58758 -4.40748
N -0.12323 2.25037 0.11088
C -0.82787 0.01332 -4.35949
H 1.28588 -3.80700 3.02142
H 1.41740 -4.88983 -0.22202
C 2.17585 -2.71229 0.78518

No. 5
77
Properties=species:S:1:pos:R:3 method="wB97M-V/def2-TZVPD" total_charge=+1 e_above_lowest_kcal_mol=177.98
O -3.82451 3.33741 -9.57467
H -0.93963 2.73635 4.32324
H 3.29540 0.51098 -2.43075
O -2.91936 1.27044 -9.23117
H -0.21520 -3.06260 -4.44632
O -1.92707 1.29271 1.20852
C 4.48988 -0.01363 6.47106
F 6.43005 -3.02484 1.64955
O -3.66966 0.05433 -1.78198
C -3.21907 0.97731 0.57432
H -5.75916 2.60277 1.72291
H -2.73071 -2.04293 0.83886
C 2.64809 1.04384 4.63637
H 4.21929 -1.31231 -0.22692
O -3.36078 2.60263 -7.45903
H -0.77959 0.82196 4.11853
H 3.38296 -1.55519 8.07544
H 2.80242 1.59441 0.06463
H 7.21437 -4.58566 0.65736
H -2.29113 1.47647 -6.08454
C 4.78702 -1.60022 6.75718
O -3.23907 2.55251 2.91736
O 6.32579 -3.20600 -0.58011
C 3.43965 -0.56659 -0.67498
O 8.49669 -2.79686 -1.05959
O -8.30471 3.40034 0.90065
C 3.15869 0.30608 1.94459
C -2.91071 -0.22496 -0.54277
C -2.12064 1.92775 2.54122
C 7.08738 -3.50145 0.56862
H -1.16675 1.03622 -8.18337
H -3.81907 0.76756 -6.65547
F -2.34543 -0.58949 -8.12375
H -3.59485 1.98046 0.05424
C -2.94153 1.35065 -6.95433
H -3.83069 -2.40103 -0.73550
H 4.95084 -0.91223 1.78058
C 2.18718 1.13061 3.03045
F -6.51108 0.80325 2.20465
H -1.68619 -2.27856 -2.03282
H 2.07532 1.59839 5.49225
C -3.03449 -0.54795 -2.96376
O 6.97434 -2.97896 -2.75670
O -7.93411 3.07767 -1.33306
N 4.34347 -0.43137 2.51522
O 4.02586 0.30101 -1.75073
O -3.11177 0.14704 -4.12235
H -1.75449 -0.34528 -0.74009
H -4.01399 0.60713 1.35535
H -7.74506 3.33854 2.89679
C -3.54843 -1.60453 0.10614
C 7.24090 -2.99066 -1.56646
H 5.52377 0.56695 6.50728
S -1.14975 -2.01082 -4.52646
H 5.62987 -2.17146 6.16105
H -3.11039 -2.85959 -3.12778
N 4.03796 -2.27340 7.69329
C 8.35756 -2.75381 0.34638
C -2.22374 0.75692 -8.11793
C -7.72848 2.77320 -0.16993
C 2.71906 0.44613 0.37863
H -4.57768 -1.39745 0.67375
C -6.66432 1.99974 1.59426
C -3.40598 2.47505 -8.82034
O -6.89104 1.77223 0.22177
C -7.91536 2.67147 2.04743
H 9.21072 -3.22751 0.83944
C 4.00279 0.09135 4.87435
C -0.78948 1.85604 3.54811
N 4.77220 -0.58982 3.79982
H 2.62869 -1.24462 -1.23247
H 3.68642 0.47487 7.17233
H -8.70587 1.96105 2.31159
H 8.29769 -1.71031 0.67334
H 1.54897 0.21330 0.33431
S 0.70610 2.11624 2.44927
C -2.28636 -2.00926 -3.02639

No. 6
64
Properties=species:S:1:pos:R:3 method="wB97M-V/def2-TZVPD" e_above_lowest_kcal_mol=527.24
C 1.32795 -3.50068 -1.25522
N 1.73550 -1.44419 -0.02185
C 2.04139 2.05906 1.29405
H 6.09492 0.27713 -0.97457
N -2.41676 2.42474 -0.47206
H 6.36502 -1.43126 0.00376
H -0.64005 -2.31392 -2.44982
H -3.32350 1.85703 -2.08117
O -2.82618 0.78157 1.26273
H 6.11458 -0.29713 2.02320
C 4.35953 -0.97235 -0.00266
C -3.40662 -1.97844 -0.43676
O 1.88482 -1.30440 -2.11123
H -2.20396 -2.24635 3.20124
C -2.95524 -3.01008 0.68116
C -3.70420 -3.22162 1.72061
C -1.96195 3.91076 -0.98984
H 4.57751 1.57915 2.03820
C 4.84988 1.36407 1.10516
H -2.67171 4.30381 -1.54285
C -0.33699 1.59461 1.07263
H -4.73145 -2.86970 1.56681
C -2.50522 -2.06178 -1.57600
N 3.87495 0.39745 0.65833
C 6.12700 0.34653 1.19278
C 0.05755 0.21309 0.43296
S -1.84943 1.91659 1.15783
H -2.57110 0.71431 -1.21733
H -3.76984 -1.93171 3.74403
H 2.85221 2.77306 1.37057
O -2.17413 3.17442 2.14057
C 2.47784 0.87948 0.46971
H 1.19407 -3.77239 -2.50453
C -1.41751 1.61127 -2.40996
C 1.69911 -2.12561 -1.19598
H -1.45953 1.01204 -3.40890
H 0.40833 3.51799 1.64373
H 2.45686 -4.03128 -0.83527
C -2.51151 1.65996 -1.62528
H -1.21684 -4.09370 1.48781
H 4.17672 -1.67061 0.86376
H -3.77900 -4.07778 2.40076
H 3.92820 -0.91235 -1.15761
H -4.42828 -1.62296 -0.52362
H 1.32629 -2.13998 0.73096
C 1.39489 -0.14112 0.53711
H -3.14155 -1.01855 2.46048
C -3.22524 -2.00458 2.98639
H 4.99054 2.16316 0.51636
C -1.32674 -2.54275 -1.71075
C -1.72969 -3.62231 0.73961
C 5.88096 -0.32665 -0.13409
O -0.88340 2.92361 -3.00893
H -2.87677 -1.63057 -2.52768
H -0.21258 4.49930 -2.22084
C 0.78283 2.51083 1.27862
H -1.46706 4.35012 -0.02868
C -0.54601 3.57884 -1.77779
H -0.33623 1.01464 -1.79368
H -0.77255 -0.47609 0.37163
H 0.25901 3.38266 -1.03029
O 0.41546 -3.92004 -0.58883
H 6.98026 0.84931 1.02409
C -0.84264 -3.29569 -0.66014

Looking at strongest force on any atom for the records above, in order, we have 2.14 1.29 3.11 7.34 8.97 13.38 eV/A.